The following is a DFT calculation (ωB97M-V/def2-TZVPD) of a structure of composition C28H81AsF6N5O14 in a non-equilibrium geometry.

Output
- LUMO (eV) = 2.12
- total energy (eV) = -143612.101
- 2S+1 = 1
- total charge = -1
- HOMO-LUMO gap (eV) = 9.60

The geometry in XYZ format:
```
135
Properties=species:S:1:pos:R:3:lowdin_charge:R:1
As 4.05052 4.90047 -13.48106 0.720
F 2.80161 6.06415 -13.71398 -0.222
F 3.93043 4.95870 -11.76332 -0.223
F 5.25795 3.68527 -13.29769 -0.232
F 4.22533 4.83253 -15.19491 -0.234
F 5.27751 6.13376 -13.41401 -0.249
F 2.83145 3.65206 -13.50415 -0.249
C 8.58950 4.63379 -14.58248 -0.048
C 8.89322 5.51173 -13.37527 -0.396
C 8.78298 6.96666 -13.72208 -0.230
O 9.13915 7.73571 -12.59679 -0.191
C 9.00013 9.11771 -12.79486 -0.116
N 7.93073 5.17910 -12.28407 0.065
H 8.85525 3.59410 -14.40849 0.078
H 9.16896 4.98604 -15.44524 0.079
H 7.54546 4.72659 -14.88946 0.071
H 9.88874 5.24513 -13.01591 0.144
H 7.76927 7.20054 -14.09324 0.120
H 9.39348 7.25978 -14.59790 0.129
H 7.95322 9.43965 -12.70875 0.090
H 9.34914 9.42678 -13.78849 0.087
H 9.58634 9.63625 -12.03771 0.083
H 8.17789 5.88603 -11.58965 0.069
H 7.02189 5.52918 -12.59472 0.044
C 6.30016 7.32550 -16.85759 -0.069
C 6.14901 7.42799 -18.36415 -0.434
C 4.75433 7.02966 -18.78385 -0.219
O 4.64263 7.13229 -20.19435 -0.192
C 3.36568 6.75948 -20.64520 -0.122
N 6.49216 8.80978 -18.76078 0.037
H 6.01979 6.37512 -16.40218 0.064
H 5.61281 8.04862 -16.39035 0.078
H 7.28348 7.66977 -16.53891 0.069
H 6.87710 6.76044 -18.83134 0.141
H 3.98947 7.65892 -18.30024 0.134
H 4.52704 5.99417 -18.48635 0.128
H 3.30495 6.96669 -21.71095 0.083
H 2.58565 7.31360 -20.10309 0.086
H 3.15315 5.69654 -20.47058 0.078
H 5.71424 9.40365 -18.47032 0.072
H 6.39675 8.85008 -19.77497 0.063
C 1.22509 -1.40228 -10.90739 -0.070
C 2.53428 -1.36589 -10.13752 -0.420
C 3.33655 -0.10784 -10.34823 -0.227
O 2.56630 1.02275 -10.01910 -0.179
C 3.25862 2.20969 -10.37031 -0.089
N 2.31108 -1.54933 -8.67757 0.038
H 0.62642 -0.50394 -10.75245 0.058
H 0.62721 -2.28444 -10.66496 0.073
H 1.34967 -1.45565 -11.99853 0.078
H 3.12293 -2.22479 -10.47489 0.133
H 3.76265 -0.05419 -11.36059 0.118
H 4.21314 -0.18599 -9.68287 0.124
H 3.32762 2.32160 -11.45450 0.067
H 4.28922 2.16788 -9.99164 0.073
H 2.78941 3.06873 -9.90087 0.096
H 1.95540 -0.65453 -8.34614 0.067
H 1.53122 -2.19136 -8.57249 0.057
C 8.16842 10.70899 -8.37652 -0.078
C 7.77491 9.26108 -8.12005 -0.428
C 6.83992 8.77239 -9.20254 -0.225
O 6.34290 7.50153 -8.85389 -0.166
C 5.83587 6.80917 -9.96161 -0.114
N 9.00422 8.43948 -8.03797 0.035
H 9.00233 11.06648 -7.78264 0.070
H 7.28537 11.33337 -8.16600 0.076
H 8.33124 10.95795 -9.43197 0.070
H 7.31480 9.19431 -7.13293 0.139
H 7.43701 8.68872 -10.12662 0.112
H 6.01964 9.47308 -9.41352 0.136
H 5.72834 5.74087 -9.76792 0.086
H 6.48595 6.85318 -10.84275 0.059
H 4.85058 7.17703 -10.27359 0.096
H 9.28882 8.16919 -8.97682 0.065
H 8.79364 7.55176 -7.59481 0.065
C 5.70378 0.39993 -14.08049 -0.068
C 4.66050 -0.46547 -14.76129 -0.432
C 3.36685 0.29129 -15.02332 -0.203
O 2.46542 -0.60783 -15.64995 -0.197
C 1.29589 0.00470 -16.15683 -0.094
N 5.23027 -0.99594 -16.02218 0.038
H 5.98010 1.31062 -14.61170 0.077
H 6.59123 -0.17020 -13.80298 0.079
H 5.37356 0.73328 -13.08649 0.060
H 4.46342 -1.32277 -14.11213 0.136
H 3.61459 1.12322 -15.69758 0.129
H 2.94060 0.66861 -14.08519 0.113
H 0.85793 -0.73886 -16.82842 0.088
H 1.47737 0.89909 -16.75621 0.076
H 0.59299 0.14447 -15.33061 0.076
H 5.33718 -0.22831 -16.67787 0.068
H 4.52030 -1.61195 -16.40364 0.058
C 0.25400 6.41587 -11.79963 -0.269
C -0.95959 5.81220 -11.14495 -0.249
O -2.13809 6.41477 -11.69585 -0.070
O 0.33561 7.79555 -11.51054 -0.048
H 0.21265 6.18155 -12.86872 0.116
H 1.13145 5.88500 -11.42462 0.111
H -0.89961 6.02315 -10.06740 0.119
H -0.94290 4.72455 -11.24516 0.096
H -2.86388 6.13532 -11.13363 0.072
H -0.04562 8.30041 -12.23159 0.084
C 2.05040 4.31959 -17.28337 -0.227
C 0.89971 3.88510 -16.43836 -0.258
O -0.04201 4.94534 -16.34894 -0.050
O 1.57976 4.58668 -18.62901 -0.091
H 2.84704 3.59162 -17.39897 0.117
H 2.47692 5.26136 -16.93349 0.105
H 1.19273 3.54301 -15.43758 0.097
H 0.44125 2.98327 -16.87393 0.111
H -0.73506 4.66073 -15.74602 0.089
H 0.98666 5.34147 -18.57739 0.074
C 7.33514 1.20590 -9.76589 -0.269
C 7.33892 2.51886 -10.48395 -0.276
O 8.19553 2.44244 -11.60423 -0.099
O 8.47409 0.99347 -8.95212 -0.063
H 7.22935 0.38986 -10.49936 0.119
H 6.42964 1.11341 -9.15976 0.103
H 7.70777 3.28969 -9.79114 0.123
H 6.32787 2.77062 -10.82599 0.098
H 8.18501 3.31987 -12.03071 0.021
H 9.21462 1.44192 -9.37252 0.079
C -0.96195 1.18956 -12.46396 -0.249
C 0.34251 1.81091 -12.87176 -0.249
O 0.48937 3.09716 -12.27199 -0.075
O -2.02623 1.97069 -13.00373 -0.057
H -1.02343 1.06381 -11.38138 0.118
H -0.97336 0.19555 -12.93709 0.115
H 0.36762 2.00312 -13.94859 0.099
H 1.14917 1.13873 -12.55677 0.100
H 1.31381 3.42950 -12.65256 0.034
H -2.85998 1.60780 -12.69717 0.078
O 3.73697 8.80492 -13.84005 -0.069
H 3.08477 8.13334 -14.06464 0.007
H 4.57126 8.36709 -14.03340 -0.002
```

=====

The following is a DFT calculation (ωB97M-V/def2-TZVPD) of a cluster of 10 separate species, C28H81N5O10 in total in a non-equilibrium geometry.

Output
- LUMO (eV) = 0.42
- total energy (eV) = -58269.175
- 2S+1 = 1
- structure (SMILES) = COC[C@H](C)N.COC[C@H](C)N.COC[C@H](C)N.COC[C@H](C)N.COC[C@H](C)N.CCO.CCO.CCO.CO.CO
- HOMO-LUMO gap (eV) = 8.85

The geometry in XYZ format:
```
124
Properties=species:S:1:pos:R:3:lowdin_charge:R:1
C 4.43166 -1.39059 0.53314 -0.066
C 3.04034 -0.85588 0.92156 -0.313
O 2.27548 -1.97259 1.35905 -0.104
H 5.06583 -1.85699 1.28675 0.071
H 5.03776 -0.57513 0.13491 0.045
H 4.28845 -2.09313 -0.28791 0.071
H 2.58743 -0.44716 0.01658 0.078
H 2.95108 -0.09833 1.70213 0.104
H 1.34547 -1.72804 1.30507 0.027
C -2.78916 2.90123 -1.98766 -0.062
C -2.52666 1.62312 -2.84455 -0.259
O -1.63739 1.91565 -3.94298 -0.118
H -3.09240 3.74896 -2.60106 0.078
H -1.96379 3.18413 -1.33401 0.033
H -3.57751 2.64123 -1.27892 0.053
H -3.44488 1.25579 -3.30117 0.116
H -2.05575 0.83667 -2.25318 0.095
H -0.77682 2.18412 -3.60955 0.040
C -0.55179 3.98627 2.49168 -0.084
C -1.30766 4.30107 1.21152 -0.342
O -0.32194 4.44305 0.24217 -0.084
H -0.00767 4.90638 2.70859 0.076
H 0.18463 3.20077 2.32020 0.054
H -1.13997 3.75579 3.37963 0.077
H -1.76970 5.25566 1.46800 0.116
H -2.04087 3.51863 1.01094 0.099
H -0.60619 5.04581 -0.44948 0.095
C 0.78187 0.76569 4.80877 -0.062
C -0.05742 -0.52180 4.85272 -0.367
C -0.27282 -1.16922 6.30565 -0.202
O -1.01236 -2.32503 6.11764 -0.199
C -1.36064 -2.99931 7.31901 -0.091
N -1.29319 -0.06995 4.21224 0.034
H 0.40181 1.60959 5.38678 0.076
H 0.81312 1.15037 3.78959 0.055
H 1.80358 0.65188 5.17363 0.076
H 0.31338 -1.31683 4.20520 0.136
H -0.75947 -0.44660 6.96442 0.123
H 0.70609 -1.40019 6.73143 0.121
H -2.15924 -2.48931 7.86033 0.087
H -0.40865 -3.13024 7.83517 0.089
H -1.80832 -3.98431 7.18469 0.084
H -1.72078 0.57400 4.86614 0.090
H -1.96240 -0.83039 4.21532 0.060
C -0.68527 -0.03935 -6.83808 -0.086
C -0.46414 -0.90440 -5.67445 -0.462
C 0.76907 -0.41669 -4.81125 -0.165
O 0.83168 -1.11925 -3.54101 -0.194
C 2.03657 -0.89769 -2.78062 -0.080
N -1.63624 -0.99583 -4.86361 0.070
H -1.55194 -0.36817 -7.41173 0.086
H 0.21302 -0.10596 -7.45434 0.082
H -0.82568 1.03006 -6.67443 0.080
H -0.17348 -1.88108 -6.06575 0.135
H 0.72770 0.67283 -4.73836 0.098
H 1.68267 -0.47130 -5.40836 0.114
H 2.17028 -1.75530 -2.12248 0.087
H 1.95143 0.03914 -2.22800 0.052
H 2.90130 -0.74139 -3.42729 0.085
H -1.85934 -0.02300 -4.69342 0.040
H -1.38071 -1.37411 -3.96134 0.033
C -2.22421 -2.44082 -1.70443 -0.075
C -1.37610 -3.63254 -1.99290 -0.439
C -0.51678 -4.03592 -0.76880 -0.154
O 0.40372 -5.09039 -1.19154 -0.201
C 1.15686 -5.60420 -0.10538 -0.116
N -2.25749 -4.72202 -2.40618 0.039
H -1.47851 -1.67018 -1.49428 0.061
H -2.80597 -2.55951 -0.78978 0.065
H -2.89177 -2.11019 -2.49903 0.080
H -0.70391 -3.55616 -2.84901 0.131
H -1.16192 -4.33988 0.05815 0.124
H 0.16036 -3.27008 -0.38682 0.112
H 1.79168 -4.85079 0.36550 0.076
H 1.82860 -6.35418 -0.52183 0.087
H 0.50657 -6.00168 0.67546 0.084
H -2.25391 -4.83912 -3.40877 0.072
H -1.93409 -5.55740 -1.93811 0.061
C -6.29039 -1.84800 1.05742 -0.040
C -5.47631 -0.52240 1.34363 -0.400
C -4.02396 -0.80825 1.77760 -0.221
O -3.98064 -1.23530 3.07947 -0.205
C -3.97225 -2.58956 3.43798 -0.094
N -5.48235 0.24928 0.11686 0.035
H -5.72666 -2.46646 0.35899 0.076
H -7.22831 -1.49804 0.62754 0.070
H -6.42469 -2.44974 1.95566 0.055
H -5.90752 -0.03011 2.21732 0.132
H -3.25405 -0.05022 1.62115 0.110
H -3.55554 -1.61700 1.20888 0.111
H -3.00697 -2.98903 3.12219 0.094
H -4.78661 -3.17448 3.00673 0.071
H -4.14567 -2.81564 4.49017 0.090
H -6.28346 0.86322 0.04053 0.074
H -4.77562 0.97147 0.18786 0.047
C 7.26111 3.25784 -1.62669 -0.059
C 6.30164 2.28172 -0.97178 -0.447
C 5.27351 2.76191 0.10502 -0.196
O 4.42860 3.68761 -0.51574 -0.208
C 3.30856 4.12027 0.29997 -0.070
N 5.55413 1.56430 -1.95928 0.039
H 7.76410 2.88404 -2.51716 0.076
H 8.03973 3.75514 -1.04609 0.073
H 6.56273 4.08892 -1.74920 0.075
H 6.91246 1.50615 -0.50350 0.126
H 5.77247 3.12907 1.00432 0.124
H 4.68290 1.91348 0.45661 0.108
H 3.64250 4.41053 1.29777 0.086
H 2.54646 3.34539 0.38336 0.076
H 2.98582 5.07309 -0.11801 0.090
H 4.85921 2.22550 -2.28303 0.049
H 6.14583 1.36776 -2.75504 0.074
C -0.24682 0.44932 0.58018 -0.136
O -0.02038 -0.44607 1.63427 -0.136
H 0.31480 1.38446 0.64743 0.062
H 0.23809 0.00379 -0.28962 0.072
H -1.31490 0.63826 0.47053 0.079
H -0.54125 -0.21021 2.41019 0.025
C 1.79552 2.98009 -2.76060 -0.126
O 0.73762 2.22009 -2.26283 -0.142
H 2.76297 2.51358 -2.57365 0.066
H 1.65078 3.11718 -3.83209 0.091
H 1.64952 3.93193 -2.24775 0.083
H 0.70073 2.28678 -1.30539 0.053
```

=====

Q: The lowest HOMO-LUMO gap belongs to which entry?
A: C28H81N5O10

=====

Q: What is the LUMO in the second record?
A: 0.42 eV